Record 1
17
Properties=species:S:1:pos:R:3 method="wB97M-V/def2-TZVPD" lumo_ev=-3.57 homo_ha=-0.464 charge=+1 smiles=[NH3+][C@@H](O)c1occc1O de_lowest_kcal_mol=8.5
N -1.6511 0.8839 -0.2672
C -0.7581 -0.1197 0.5466
O -1.4141 -1.4440 0.3913
C 0.6925 -0.0756 0.1322
O 1.1612 1.2237 0.1150
C 2.4909 1.1451 0.0269
C 2.8779 -0.1822 0.0599
C 1.7234 -0.9858 0.1606
O 1.7076 -2.2796 0.1732
H -1.7801 0.6482 -1.2890
H -1.0284 1.7346 -0.3415
H -2.5166 1.0814 0.0725
H -0.8422 0.2157 1.5196
H -1.4368 -2.0016 1.1347
H 2.9782 2.0801 0.0863
H 3.8862 -0.5471 0.1237
H 0.8525 -2.6929 0.1106



Record 2
18
Properties=species:S:1:pos:R:3 method="wB97M-V/def2-TZVPD" lumo_ev=0.49 homo_ha=-0.357 smiles="CC/C(C)=N/P=O.O=C=O" de_lowest_kcal_mol=0.0
C 1.2370 1.0542 1.0256
C 0.5759 -0.1136 0.3081
C -0.7651 0.2249 -0.2738
C -1.4910 -0.8984 -0.9477
N -1.2348 1.3819 -0.2225
P -2.1044 2.6834 0.1910
O -1.8840 3.7552 -0.7770
H 2.1032 0.7185 1.5919
H 0.5324 1.5191 1.7122
H 1.5612 1.8043 0.3064
H 0.4282 -0.9572 0.9899
H 1.2140 -0.4723 -0.5051
H -0.8003 -1.4819 -1.5513
H -2.2993 -0.5164 -1.5653
H -1.9173 -1.5601 -0.1929
O -1.4124 2.4441 -4.0377
C -2.4243 2.3965 -3.5068
O -3.4370 2.3021 -2.9818



Record 3
15
Properties=species:S:1:pos:R:3 method="wB97M-V/def2-TZVPD" lumo_ev="-5.21 / -5.21" homo_ha="-0.471 / -0.471" charge=+1 smiles="C1=CSCCC=[NH+]1" de_lowest_kcal_mol=46.4
C 0.5970 1.7072 -0.0560
C -0.7841 1.4936 -0.1659
S -2.0783 0.4193 -0.1129
C -1.4798 -1.2437 0.2405
C 0.0190 -1.2888 -0.2939
C 1.2835 -0.5031 0.2175
N 1.5919 0.7728 0.1505
H 0.7981 2.8488 0.0594
H -1.3163 2.5042 -0.1622
H -1.9224 -1.9534 -0.4463
H -1.7527 -1.5454 1.1717
H 0.3305 -2.2661 -0.2038
H 0.0327 -1.0033 -1.3078
H 2.1847 -1.0361 0.5023
H 2.4963 1.0941 0.4068



Record 4
16
Properties=species:S:1:pos:R:3 method="wB97M-V/def2-TZVPD" lumo_ev=-4.30 homo_ha=-0.475 charge=+1 de_lowest_kcal_mol=57.6
C -1.7428 0.6544 -1.0841
C -2.3310 -0.4457 -0.6948
C 1.4182 -0.2721 -0.2133
C 2.0096 0.2978 1.0257
C 0.0249 1.8868 0.6240
N 0.8404 0.8952 0.4279
S -1.5264 2.1246 -0.0557
S -2.9293 -0.7633 0.9193
H -1.3432 0.8394 -2.1382
H -2.4120 -1.2047 -1.3949
H 2.0696 -0.1191 -0.9984
H 0.6274 -0.9610 -0.2401
H 1.7315 -0.1319 1.9445
H 2.9482 0.8002 1.1510
H 0.2223 2.6691 1.3152
H -3.0487 -2.0346 0.3569



Record 5
14
Properties=species:S:1:pos:R:3 method="wB97M-V/def2-TZVPD" lumo_ev=0.63 homo_ha=-0.287 de_lowest_kcal_mol=94.7
C -0.0625 -1.1505 -0.3487
C -1.3499 -0.3939 -0.0060
C -1.1758 1.1126 -0.1948
O -0.2921 1.6601 0.6421
C 0.9258 0.9115 0.7408
C 0.8787 0.0408 -0.5309
H 0.2581 -1.8983 0.3934
H -0.1789 -1.6728 -1.3025
H -1.6522 -0.4920 1.0417
H -2.2174 -0.6748 -0.6032
H 0.2918 0.7074 -1.2615
H 1.0001 0.3547 1.6867
H 1.7276 1.6565 0.7223
H 1.8467 -0.1614 -0.9793



Record 6
14
Properties=species:S:1:pos:R:3 method="wB97M-V/def2-TZVPD" lumo_ev=0.91 homo_ha=-0.355 smiles="C=C=CC.C=O" de_lowest_kcal_mol=69.1
C -1.2603 1.7187 -0.4863
C -0.5626 1.0396 0.3787
C 0.3136 0.2340 0.9359
C 0.0401 -1.1718 1.4025
H -0.9975 1.4480 -1.5126
H -2.0021 2.4895 -0.3063
H 1.3137 0.6256 1.1203
H -0.8816 -1.5655 0.9648
H -0.0544 -1.2082 2.4924
H 0.8641 -1.8424 1.1265
C 0.7989 -0.4341 -1.5074
O 0.4051 0.3512 -2.3383
H 1.8133 -0.3656 -1.0705
H 0.2096 -1.3189 -1.1997